[1]
This record from the OMol25 dataset describes a molecular structure, C56H54BiN8O5P at a distorted geometry. The level of theory is wB97M-V/def2-TZVPD.

Last column: Mulliken charge in e.
Positions of all 125 atoms, in Å:
Bi (-21.605, -1.035, 11.964)  1.809
P (-23.452, -1.213, 8.829)  -0.776
O (-21.480, -4.541, 11.397)  -0.663
O (-21.068, 0.513, 13.343)  0.016
O (-23.678, 0.622, 13.598)  -0.053
O (-22.249, -1.440, 15.062)  -0.284
O (-19.142, 0.801, 9.617)  -0.520
N (-23.588, 1.806, 13.502)  -0.380
N (-22.865, 0.586, 10.909)  0.026
N (-20.795, -1.924, 9.711)  1.600
N (-23.753, 1.564, 9.081)  0.336
N (-21.105, -1.900, 7.475)  0.333
N (-18.734, -1.794, 12.961)  0.394
N (-23.779, -2.629, 11.230)  0.691
N (-25.161, -3.259, 9.521)  0.273
C (-24.590, -4.336, 12.970)  0.528
C (-22.883, 1.994, 11.116)  -0.763
C (-22.606, 4.890, 10.059)  -0.259
C (-24.629, -3.613, 14.164)  -0.264
C (-21.672, -1.615, 8.694)  -0.612
C (-24.205, -5.599, 15.432)  -0.454
C (-21.202, -1.545, 16.110)  -0.227
C (-22.347, 2.435, 12.445)  1.958
C (-19.865, -3.152, 14.613)  0.803
C (-21.929, 4.608, 13.570)  -0.935
C (-24.181, -2.351, 9.980)  -0.501
C (-17.183, -2.061, 9.287)  -0.092
C (-21.684, -1.747, 6.181)  -1.455
C (-24.277, -6.356, 14.259)  -0.894
C (-18.887, -2.037, 5.374)  -0.729
C (-23.457, 2.610, 10.026)  1.158
C (-24.092, 1.826, 7.704)  -0.939
C (-18.833, -2.158, 14.255)  0.166
C (-24.933, 6.152, 9.138)  -0.863
C (-24.708, -3.668, 11.692)  -1.467
C (-27.564, -6.964, 9.422)  -0.690
C (-24.831, 4.741, 9.232)  -0.096
C (-18.871, -2.752, 6.599)  0.641
C (-20.828, 4.017, 14.285)  -0.680
C (-25.503, -4.065, 10.638)  0.600
C (-23.469, 0.363, 9.686)  -0.387
C (-28.386, -7.197, 10.552)  -0.478
C (-27.450, -5.250, 11.657)  -0.155
C (-20.600, -2.937, 15.943)  -1.467
C (-22.638, 6.276, 9.914)  -0.705
C (-18.003, -3.855, 6.736)  -0.208
C (-18.038, -2.389, 4.351)  -0.674
C (-26.657, -5.938, 9.465)  -0.454
C (-24.486, -5.743, 13.013)  -0.225
C (-17.198, -4.203, 5.694)  -0.711
C (-17.173, -3.479, 4.510)  -0.608
C (-17.156, -0.548, 14.865)  -0.471
C (-26.566, -5.075, 10.582)  0.457
C (-28.399, -6.293, 11.607)  -0.702
C (-19.789, -2.344, 7.709)  0.733
C (-22.640, 3.860, 12.701)  -1.391
C (-16.848, -4.221, 11.034)  -0.970
C (-24.437, -4.234, 15.404)  -0.769
C (-19.562, -2.426, 9.080)  -2.039
C (-17.958, -1.606, 15.229)  -0.906
C (-17.869, -0.836, 12.621)  0.132
C (-25.942, -3.166, 8.323)  -1.189
C (-18.134, -3.825, 10.624)  0.333
C (-15.905, -2.395, 9.784)  -1.008
C (-20.637, 2.687, 14.242)  -0.872
C (-23.797, 6.926, 9.473)  -0.362
C (-15.744, -3.444, 10.670)  -0.467
C (-21.037, 1.883, 13.056)  0.661
C (-23.699, 4.067, 9.750)  -0.425
C (-18.348, -2.758, 9.749)  0.918
C (-17.096, -0.115, 13.527)  -1.198
H (-24.538, -6.270, 12.078)  0.623
H (-27.638, -7.580, 8.487)  0.353
H (-20.288, 2.005, 12.238)  0.129
H (-20.612, -3.276, 13.778)  -0.864
H (-23.812, 8.035, 9.362)  0.374
H (-29.153, -6.335, 12.393)  0.415
H (-19.545, -1.180, 5.283)  0.390
H (-21.708, 6.818, 10.147)  0.400
H (-25.923, -5.785, 8.666)  0.335
H (-21.813, -4.081, 10.598)  0.172
H (-18.045, -1.927, 16.284)  0.450
H (-18.103, -1.812, 3.416)  0.386
H (-19.890, -3.073, 16.741)  0.501
H (-21.334, -3.741, 15.988)  0.441
H (-18.057, -4.406, 7.675)  0.468
H (-21.455, -0.815, 5.702)  0.404
H (-21.708, 4.441, 10.446)  0.566
H (-16.506, -0.104, 15.635)  0.407
H (-24.010, -6.085, 16.385)  0.474
H (-16.706, 0.871, 13.221)  0.405
H (-27.394, -4.563, 12.473)  0.530
H (-19.329, 1.679, 9.241)  0.266
H (-22.195, -5.041, 11.778)  0.306
H (-23.581, 4.212, 12.295)  0.759
H (-22.445, -0.518, 15.053)  0.086
H (-21.289, -2.511, 5.511)  0.620
H (-24.759, -2.554, 14.122)  0.482
H (-25.682, 4.185, 8.884)  0.389
H (-17.826, -0.602, 11.574)  0.264
H (-16.521, -3.667, 3.692)  0.454
H (-24.424, -3.630, 16.308)  0.432
H (-16.505, -5.035, 5.904)  0.391
H (-27.015, -3.273, 8.548)  0.370
H (-16.758, -5.135, 11.608)  0.479
H (-24.231, -7.460, 14.293)  0.420
H (-25.833, -2.228, 7.816)  0.417
H (-17.253, -1.180, 8.656)  0.406
H (-29.035, -8.076, 10.652)  0.396
H (-25.063, 2.339, 7.677)  0.318
H (-21.678, -1.398, 17.080)  0.520
H (-25.630, -3.942, 7.632)  0.384
H (-24.093, 0.904, 7.117)  0.325
H (-20.475, -0.757, 15.949)  0.176
H (-19.945, 2.154, 14.917)  0.387
H (-19.449, 0.138, 8.964)  0.322
H (-19.382, -4.119, 14.603)  0.681
H (-22.259, 5.582, 13.915)  0.517
H (-23.373, 2.490, 7.235)  0.386
H (-22.778, -1.909, 6.167)  0.341
H (-19.032, -4.290, 10.994)  0.545
H (-15.047, -1.770, 9.491)  0.386
H (-14.758, -3.661, 11.097)  0.433
H (-20.202, 4.693, 14.894)  0.448
H (-25.913, 6.585, 8.882)  0.401

## Properties
Kohn-Sham gap: 6.446 eV
HOMO energy: -12.33 eV
E: -96218.319 eV
largest force on an atom: 4.73 eV Å⁻¹
net charge: +2

[2]
This record from the OMol25 dataset describes 2 unconnected molecules or ions with the total composition C18H18BFIN2O12P at a distorted geometry. The level of theory is wB97M-V/def2-TZVPD.

Last column: Mulliken charge in e.
Positions of all 54 atoms, in Å:
I (1.561, 5.855, -1.705)  0.131
P (4.265, -0.842, 1.236)  -0.010
F (4.309, 2.288, 1.870)  -0.198
O (-6.744, -1.838, -2.277)  -0.510
O (-2.872, 0.968, -0.231)  -0.304
O (-5.602, -3.219, -0.740)  -0.528
O (-4.620, -2.819, -2.923)  -0.452
O (-6.234, -2.128, 1.120)  -0.682
O (-5.972, -5.610, -4.424)  -0.597
O (3.704, 6.403, 0.255)  -0.442
O (-2.482, 1.765, 1.962)  -0.543
O (-7.634, -0.437, -0.761)  -0.624
O (-3.642, -3.911, -4.627)  -0.625
O (-1.155, -0.463, 0.504)  -0.537
O (-6.523, -4.207, -2.756)  -0.525
N (1.589, -1.236, -0.612)  -0.332
N (3.241, 1.953, 1.119)  0.431
C (7.138, -1.337, 0.981)  -0.943
C (1.859, 0.115, -0.157)  0.259
C (3.063, 0.561, 0.712)  0.023
C (2.499, 4.532, 1.258)  -0.692
C (-6.247, -2.257, -0.083)  0.651
C (-3.204, 1.084, 1.179)  0.657
C (2.321, 3.026, 0.770)  0.166
C (2.742, 5.602, 0.095)  0.287
C (-4.514, 0.406, 1.817)  -0.411
C (1.072, 2.682, -0.088)  -0.445
C (-0.482, 0.869, -1.424)  -0.905
C (4.737, -0.522, 3.073)  -1.070
C (-6.957, -1.399, -1.037)  0.640
C (-1.572, 0.406, -0.311)  0.681
C (5.833, -0.815, 0.162)  -0.513
C (0.835, 1.229, -0.561)  0.375
C (-5.733, -4.647, -3.738)  0.513
C (-4.550, -3.785, -3.841)  0.616
B (-5.873, -3.021, -2.175)  1.159
H (6.025, 0.168, -0.383)  0.398
H (5.665, -1.609, -0.662)  0.278
H (6.972, -2.432, 1.317)  0.291
H (-4.330, 0.043, 2.879)  0.311
H (2.176, -1.945, -0.155)  0.284
H (-0.252, -0.014, -2.107)  0.335
H (3.420, 4.566, 1.956)  0.270
H (7.302, -0.710, 1.929)  0.239
H (1.589, -1.311, -1.637)  0.255
H (3.820, -0.010, 3.527)  0.334
H (8.087, -1.334, 0.336)  0.326
H (-0.863, 1.776, -2.012)  0.387
H (-5.384, 1.165, 1.875)  0.311
H (4.901, -1.517, 3.636)  0.363
H (1.591, 4.808, 1.901)  0.386
H (-4.811, -0.485, 1.163)  -0.149
H (5.663, 0.133, 3.185)  0.293
H (0.272, 3.454, -0.387)  0.384

## Properties
Kohn-Sham gap: 5.687 eV
HOMO energy: -8.86 eV
E: -67286.822 eV
largest force on an atom: 5.62 eV Å⁻¹
net charge: 0

[3]
This record from the OMol25 dataset describes a single C16H34NO4PS2 molecule. The level of theory is wB97M-V/def2-TZVPD.

Last column: Mulliken charge in e.
Positions of all 58 atoms, in Å:
S (1.804, 2.792, 1.941)  0.361
S (-1.678, -1.728, 1.221)  -0.025
P (-1.114, 0.740, 3.285)  0.062
O (2.498, 1.574, 2.715)  -0.262
O (1.069, 3.604, 2.887)  -0.541
O (0.616, 1.948, 1.238)  -0.299
O (2.302, -0.922, 1.724)  -0.361
N (-2.062, 1.147, 2.120)  -0.651
C (1.711, 0.789, 3.626)  -0.810
C (0.560, -0.030, 2.983)  -0.796
C (-3.925, 2.504, -3.039)  -1.192
C (0.134, -1.750, 1.146)  -2.626
C (-3.005, 1.581, -3.832)  -0.646
C (-1.918, -3.477, 0.812)  -0.372
C (-0.572, 1.519, -2.941)  -0.913
C (0.928, -0.491, 1.547)  2.069
C (0.003, 1.819, -1.553)  -1.076
C (-1.540, -3.857, -0.615)  -1.002
C (-0.131, 0.650, -0.577)  -0.936
C (4.136, -0.200, -0.694)  -1.330
C (3.132, -1.353, -0.599)  0.126
C (-1.972, 0.868, -2.943)  -0.244
C (2.930, -1.835, 0.833)  -0.633
C (0.893, 0.712, 0.540)  0.402
H (-2.357, 0.845, -1.919)  0.238
H (-1.844, -3.074, -1.312)  0.198
H (2.431, 0.104, 4.062)  0.362
H (3.942, 0.446, -1.552)  0.334
H (2.180, -1.068, -1.054)  -0.213
H (-4.612, 1.932, -2.412)  0.307
H (3.486, -2.216, -1.170)  0.564
H (-2.118, 2.148, 1.973)  0.287
H (-2.036, -4.785, -0.905)  0.399
H (4.099, 0.423, 0.203)  0.263
H (-1.647, -0.255, 4.122)  0.075
H (0.529, -0.955, 3.568)  0.675
H (-3.607, 0.845, -4.370)  0.340
H (-0.747, 1.728, 4.220)  0.070
H (1.896, 0.788, 0.114)  0.232
H (0.424, -2.055, 0.142)  0.396
H (-2.986, -3.630, 0.976)  0.463
H (-0.013, -0.295, -1.118)  0.390
H (0.134, 0.884, -3.486)  0.320
H (-0.620, 2.457, -3.501)  0.587
H (-0.467, -4.019, -0.728)  0.253
H (2.434, -2.811, 0.846)  0.306
H (-3.343, 3.148, -2.375)  0.273
H (3.914, -1.984, 1.284)  0.506
H (-1.116, 0.644, -0.112)  0.418
H (-1.391, -4.101, 1.539)  0.282
H (-2.483, 2.165, -4.596)  0.351
H (-1.895, -0.178, -3.249)  0.280
H (1.337, 1.444, 4.415)  0.405
H (1.062, 2.084, -1.658)  0.375
H (-4.521, 3.146, -3.690)  0.385
H (5.154, -0.579, -0.789)  0.387
H (-0.486, 2.699, -1.129)  0.245
H (0.473, -2.527, 1.836)  0.944

## Properties
Kohn-Sham gap: 9.089 eV
energy above the lowest of the compared OMol25 structures with the same formula, charge and spin: 106.3 kcal per mole
HOMO energy: -8.54 eV
E: -57780.851 eV
largest force on an atom: 0.34 eV Å⁻¹
net charge: 0

[4]
This record from the OMol25 dataset describes a molecular structure, C17H29BrN6OPS4Sr at a distorted geometry. The level of theory is wB97M-V/def2-TZVPD.

Last column: Mulliken charge in e.
Positions of all 60 atoms, in Å:
Sr (0.660, 1.661, -1.899)  1.163
Br (-2.046, 4.161, -1.334)  -0.188
S (1.493, 1.431, -4.521)  -0.582
S (3.284, 0.578, -0.969)  -0.612
S (4.215, 0.766, -2.784)  -0.048
S (2.897, -0.004, -4.156)  -0.096
P (0.460, -0.911, 1.263)  0.626
O (-0.361, 7.011, 2.646)  -0.504
N (-3.654, -1.691, -2.918)  -0.142
N (-1.649, -0.256, -2.267)  0.266
N (2.457, -2.903, 1.315)  0.069
N (1.033, -2.762, 3.275)  0.182
N (0.135, 3.698, 0.253)  -0.011
N (2.718, -1.077, 2.897)  0.165
C (-0.856, 4.560, 0.092)  0.017
C (1.999, -1.855, 3.893)  -0.878
C (-4.085, -0.634, -2.009)  -0.763
C (1.005, 3.953, 1.237)  -0.692
C (-1.417, -1.659, -1.885)  0.191
C (3.422, -1.919, 1.992)  -0.839
C (-0.162, 5.929, 1.891)  0.894
C (1.861, -0.109, 2.217)  -0.869
C (-2.653, -2.521, -2.258)  -1.007
C (1.516, -2.193, 0.398)  -0.964
C (-2.864, 0.225, -1.583)  -0.315
C (-1.864, -0.197, -3.730)  -0.517
C (0.898, 5.039, 2.077)  -0.581
C (-3.070, -1.093, -4.118)  -0.744
C (-0.081, -2.045, 2.654)  -1.050
C (1.696, -3.660, 2.393)  -0.782
C (-1.065, 5.683, 0.857)  -0.394
H (2.418, -4.263, 2.944)  0.346
H (-2.041, 0.845, -4.006)  0.313
H (2.712, -2.443, 4.474)  0.306
H (-0.586, -1.452, 3.418)  0.453
H (1.473, -1.181, 4.567)  0.362
H (-0.519, -2.004, -2.406)  0.577
H (2.103, -1.664, -0.361)  0.568
H (-0.807, -2.767, 2.272)  0.405
H (-1.881, 6.367, 0.674)  0.455
H (0.978, -4.313, 1.896)  0.383
H (1.626, 5.212, 2.860)  0.331
H (1.436, 0.573, 2.958)  0.461
H (-4.566, -1.097, -1.145)  0.303
H (0.870, -2.932, -0.081)  0.617
H (2.459, 0.473, 1.513)  0.339
H (1.824, 3.249, 1.332)  0.459
H (-2.380, -3.332, -2.936)  0.298
H (-3.845, -0.517, -4.626)  0.315
H (4.163, -2.518, 2.523)  0.342
H (-3.110, -2.966, -1.372)  0.402
H (-4.834, -0.029, -2.521)  0.347
H (-2.764, -1.899, -4.786)  0.329
H (3.890, -1.333, 1.199)  0.423
H (0.328, 7.113, 3.311)  0.313
H (-0.947, -0.521, -4.222)  0.426
H (-2.689, 0.166, -0.505)  0.256
H (-1.227, -1.686, -0.809)  -0.669
H (-3.014, 1.274, -1.845)  0.185
H (3.011, -3.560, 0.763)  0.357

## Properties
Kohn-Sham gap: 6.368 eV
energy above the lowest of the compared OMol25 structures with the same formula, charge and spin: 36.4 kcal per mole
HOMO energy: -8.91 eV
E: -152591.794 eV
largest force on an atom: 1.15 eV Å⁻¹
net charge: +1